No. 1
5 unconnected molecules or ions with the total composition C13H35N2O4PS in a non-equilibrium geometry, computed with ωB97M-V with the def2-TZVPD basis set.

Structure (XYZ):
```
56
Properties=species:S:1:pos:R:3:mulliken_charge:R:1
C 1.04 -1.63 -0.62 -1.1419
C 0.54 -0.66 -1.71 -0.0454
C 1.44 -0.72 -2.96 -0.2021
C 2.42 0.45 -3.03 -0.9987
N 3.69 0.21 -3.72 -0.3409
P 3.59 -0.33 -5.35 0.0680
N 4.93 -1.53 -5.34 -0.4404
C 4.67 -2.47 -4.58 0.5577
S 4.39 -3.69 -3.65 -0.3310
H 0.34 -2.44 -0.52 0.3134
H 1.13 -1.14 0.34 0.2885
H 2.00 -2.05 -0.88 0.3322
H -0.44 -0.99 -1.99 0.3694
H 0.51 0.36 -1.34 -0.1112
H 0.80 -0.69 -3.83 0.3662
H 1.96 -1.66 -2.99 0.1393
H 1.93 1.33 -3.42 0.2909
H 2.68 0.70 -2.00 0.4564
H 4.32 -0.34 -3.16 0.3907
H 2.48 -1.23 -5.38 0.0641
C 3.11 -5.93 -7.87 -1.0745
C 2.31 -5.04 -6.94 0.0663
O 0.92 -5.36 -6.98 -0.5425
H 2.74 -5.83 -8.90 0.2851
H 4.17 -5.67 -7.85 0.3091
H 3.00 -6.98 -7.59 0.3273
H 2.40 -4.00 -7.23 0.2310
H 2.67 -5.14 -5.91 0.0952
H 0.82 -6.28 -6.71 0.3039
C 0.08 3.58 0.00 -1.0435
C -1.03 2.88 0.78 -0.0824
O -0.92 1.46 0.67 -0.5195
H 0.05 3.29 -1.05 0.2220
H -0.02 4.66 0.07 0.3844
H 1.06 3.29 0.39 0.2972
H -2.00 3.15 0.37 0.2849
H -1.01 3.17 1.83 0.1364
H -0.06 1.21 1.04 0.2705
C -3.95 3.29 4.94 -0.8152
C -2.75 4.19 4.68 -0.2460
O -2.62 4.50 3.29 -0.4777
H -3.87 2.37 4.37 0.2482
H -4.03 3.05 6.00 0.1214
H -4.87 3.79 4.63 0.3662
H -1.83 3.69 4.97 0.2639
H -2.83 5.12 5.25 0.2804
H -3.42 4.95 3.01 0.2653
C -2.76 0.86 8.86 -0.9360
C -4.25 1.03 8.62 -0.2911
O -4.64 0.57 7.33 -0.4959
H -2.19 1.39 8.09 0.2334
H -2.47 1.24 9.84 0.3251
H -2.48 -0.20 8.80 0.3102
H -4.52 2.09 8.66 0.2775
H -4.83 0.50 9.38 0.3078
H -4.42 -0.37 7.28 0.2866
```

Properties
E_LUMO: 0.27 eV
orbital gap: 8.997 eV
ΔE to the lowest compared entry with this formula, charge and spin: 0.00 kJ/mol
SMILES: CCCCNPN=C=S.CCO.CCO.CCO.CCO
2S+1: 1
HOMO level: -8.729 eV

---

No. 2
11 unconnected molecules or ions with the total composition C13H36N10O23 in a non-equilibrium geometry, computed with ωB97M-V with the def2-TZVPD basis set.

Structure (XYZ):
```
82
Properties=species:S:1:pos:R:3:mulliken_charge:R:1
C 4.21 1.48 2.81 -0.8240
N 2.89 1.89 2.23 0.8585
O 1.98 1.19 2.51 -0.3817
O 2.83 3.00 1.78 -0.5375
H 4.51 0.47 2.51 0.2629
H 4.09 1.46 3.89 0.2912
H 4.90 2.23 2.43 0.3395
C 5.12 -1.46 -2.47 -0.5276
N 5.01 -2.66 -1.52 0.9691
O 4.34 -3.57 -1.95 -0.5139
O 5.61 -2.70 -0.49 -0.5891
H 5.47 -0.62 -1.87 0.2788
H 4.10 -1.27 -2.79 0.1153
H 5.79 -1.68 -3.30 0.3064
C -1.55 0.66 4.15 -0.4164
N -1.75 2.12 3.96 0.9815
O -2.82 2.51 4.20 -0.5507
O -0.79 2.79 3.55 -0.5004
H -2.21 0.10 3.48 0.1611
H -1.79 0.39 5.17 0.3736
H -0.52 0.39 3.89 -0.0567
C -3.50 -2.09 0.28 -0.5721
N -2.72 -2.15 -0.96 0.9237
O -1.56 -2.56 -0.84 -0.3370
O -3.25 -1.77 -1.99 -0.5690
H -4.51 -1.74 0.07 0.3178
H -2.99 -1.39 0.94 0.0556
H -3.48 -3.06 0.78 0.2507
C 1.10 -2.26 2.94 -0.0979
N 0.08 -3.31 2.79 1.0799
O -1.10 -3.04 2.92 -0.5894
O 0.45 -4.44 2.56 -0.6008
H 1.72 -2.33 2.05 0.0305
H 1.61 -2.42 3.89 0.3553
H 0.53 -1.34 3.06 -0.2149
C 0.14 5.12 1.40 -0.8292
N -1.33 5.00 1.47 1.0771
O -1.91 4.28 0.69 -0.5231
O -1.83 5.69 2.39 -0.5872
H 0.60 4.16 1.67 0.2101
H 0.45 5.79 2.19 0.3329
H 0.44 5.57 0.45 0.3137
C -0.10 3.57 -3.04 -0.4262
N 0.54 4.91 -2.74 0.8892
O -0.21 5.87 -2.77 -0.5365
O 1.71 4.96 -2.38 -0.5311
H 0.57 2.85 -3.51 0.2342
H -0.94 3.79 -3.69 0.3233
H -0.47 3.18 -2.09 0.0187
C -0.26 -0.89 -3.90 -0.0793
N -0.82 -1.81 -4.91 0.9524
O -1.48 -1.33 -5.88 -0.6149
O -0.62 -2.94 -4.72 -0.5151
H -0.07 0.15 -4.15 0.1988
H 0.68 -1.34 -3.59 0.0313
H -0.91 -0.92 -3.02 -0.0210
C -1.33 -5.80 -2.24 -0.5416
N 0.14 -5.67 -2.03 0.8161
O 0.73 -6.51 -1.38 -0.5322
O 0.66 -4.58 -2.37 -0.4265
H -1.53 -5.82 -3.32 0.2813
H -1.81 -4.90 -1.86 0.0516
H -1.58 -6.71 -1.71 0.3291
C -4.58 3.19 1.42 -0.7627
N -4.27 1.78 1.31 0.9245
O -3.52 1.39 0.42 -0.4514
O -4.85 1.05 2.08 -0.5491
H -5.61 3.25 1.79 0.3261
H -4.51 3.59 0.41 0.2764
H -3.84 3.69 2.04 0.2101
C 1.84 -2.34 -0.73 -1.1443
O 1.11 -1.17 -0.26 0.2599
C 1.40 0.00 -0.95 0.1013
O 2.29 0.10 -1.78 -0.5110
O 0.41 0.96 -0.66 -0.0565
C -0.57 0.96 0.34 0.3275
H 2.81 -2.25 -0.25 0.4612
H 1.82 -2.37 -1.82 0.4324
H 1.35 -3.27 -0.47 0.2777
H -0.90 1.99 0.37 -0.4507
H -0.26 0.53 1.29 0.0797
H -1.38 0.42 -0.16 0.2806
```

Properties
E_LUMO: -0.39 eV
orbital gap: 10.321 eV
SMILES: C[N+](=O)[O-].C[N+](=O)[O-].C[N+](=O)[O-].C[N+](=O)[O-].C[N+](=O)[O-].C[N+](=O)[O-].C[N+](=O)[O-].C[N+](=O)[O-].C[N+](=O)[O-].C[N+](=O)[O-].COC(=O)OC
2S+1: 1
HOMO level: -10.714 eV